1.
This record from the Open Molecules 2025 dataset describes a cluster of 3 separate species, C47H76F8IN3O9 in total. The level of theory is ωB97M-V/def2-TZVPD.

CARTESIAN COORDINATES (ANGSTROEM)
C  -2.88  2.97  -5.17
C  -3.10  1.57  -5.67
O  -2.10  0.68  -5.21
C  -1.33  0.21  -6.30
C  -0.19  -0.65  -5.87
O  -0.60  -1.70  -5.03
C  0.47  -2.60  -4.78
C  0.89  -2.66  -3.31
O  0.88  -1.41  -2.69
C  0.24  -1.46  -1.44
C  0.71  -0.30  -0.58
C  2.24  -0.33  -0.64
C  2.93  -1.49  -0.30
C  4.30  -1.56  -0.33
C  5.04  -0.47  -0.71
C  4.37  0.68  -1.08
C  3.00  0.75  -1.04
N  0.28  0.94  -1.25
C  0.12  1.93  -0.32
O  -0.11  3.09  -0.53
C  0.31  1.34  1.09
O  1.66  1.69  1.40
C  -0.63  2.06  2.06
C  0.05  3.24  2.70
O  -0.93  4.08  3.29
C  -0.40  5.01  4.18
C  -0.46  6.43  3.66
F  -1.64  6.61  3.05
F  -0.42  7.28  4.69
C  0.59  6.88  2.62
F  0.37  8.18  2.41
F  0.38  6.24  1.47
C  2.07  6.74  3.04
F  2.21  7.00  4.34
F  2.76  7.67  2.36
C  2.76  5.40  2.73
F  2.80  5.20  1.42
F  4.02  5.51  3.19
C  0.11  -0.18  0.86
C  0.98  -0.96  1.87
O  0.41  -1.01  3.17
C  1.09  -0.27  4.14
C  -1.31  -0.74  1.11
I  -2.91  -0.02  -0.21
C  -1.30  -2.28  1.11
C  -2.51  -3.04  0.62
H  -2.03  3.42  -5.66
H  -3.76  3.57  -5.39
H  -2.75  2.97  -4.11
H  -3.11  1.61  -6.75
H  -4.08  1.22  -5.34
H  -1.98  -0.32  -6.99
H  -0.94  1.07  -6.83
H  0.58  -0.03  -5.41
H  0.23  -1.07  -6.78
H  1.33  -2.27  -5.36
H  0.18  -3.59  -5.11
H  1.91  -3.03  -3.27
H  0.23  -3.36  -2.80
H  0.47  -2.41  -0.96
H  -0.84  -1.43  -1.58
H  2.38  -2.36  0.00
H  4.79  -2.47  -0.05
H  6.11  -0.48  -0.73
H  4.92  1.54  -1.40
H  2.54  1.67  -1.32
H  -0.49  0.86  -1.91
H  1.92  1.31  2.24
H  -0.93  1.38  2.85
H  -1.51  2.40  1.54
H  0.73  2.89  3.48
H  0.62  3.81  1.98
H  -1.03  5.01  5.07
H  0.60  4.77  4.51
H  2.31  4.56  3.23
H  1.97  -0.54  1.91
H  1.10  -1.97  1.53
H  2.17  -0.38  4.07
H  0.84  0.79  4.10
H  0.79  -0.63  5.11
H  -1.66  -0.43  2.07
H  -1.18  -2.56  2.15
H  -0.43  -2.67  0.61
H  -2.38  -4.08  0.89
H  -3.43  -2.71  1.09
H  -2.60  -3.02  -0.45
C  -8.52  5.54  0.31
C  -7.90  4.42  -0.56
C  -8.49  3.07  -0.15
C  -8.01  2.61  1.22
C  -6.48  2.59  1.29
C  -5.82  3.89  0.83
N  -6.42  4.39  -0.44
O  -5.90  3.80  -1.45
C  -5.93  4.95  1.94
C  -4.33  3.64  0.64
C  -8.29  4.75  -1.99
H  -9.54  5.73  -0.02
H  -8.58  5.30  1.37
H  -7.95  6.47  0.20
H  -8.21  2.32  -0.90
H  -9.58  3.14  -0.17
H  -8.43  3.24  2.01
H  -8.39  1.60  1.41
H  -6.16  2.37  2.31
H  -6.12  1.76  0.67
H  -5.56  5.92  1.58
H  -5.31  4.66  2.79
H  -6.94  5.09  2.32
H  -4.15  2.80  -0.03
H  -3.88  3.39  1.60
H  -3.82  4.51  0.24
H  -7.90  5.73  -2.29
H  -9.38  4.79  -2.07
H  -7.93  4.01  -2.70
C  4.07  -7.89  0.36
C  4.91  -6.74  -0.24
C  5.70  -7.25  -1.43
C  6.83  -8.20  -1.03
C  7.75  -7.56  0.01
C  7.01  -6.96  1.21
N  5.83  -6.15  0.78
O  6.21  -4.97  0.41
C  6.59  -8.06  2.19
C  7.98  -6.07  1.98
C  3.90  -5.70  -0.69
H  3.22  -8.09  -0.30
H  4.61  -8.82  0.46
H  3.67  -7.61  1.34
H  6.13  -6.40  -1.98
H  5.02  -7.75  -2.13
H  6.42  -9.14  -0.65
H  7.41  -8.47  -1.92
H  8.47  -8.29  0.37
H  8.33  -6.77  -0.49
H  5.96  -7.65  2.98
H  7.47  -8.50  2.65
H  6.05  -8.88  1.72
H  8.44  -5.31  1.35
H  8.77  -6.68  2.40
H  7.47  -5.56  2.80
H  3.28  -5.35  0.15
H  3.23  -6.14  -1.43
H  4.36  -4.83  -1.16

Kohn-Sham gap (spin up / spin down) = 8.385 / 9.145 eV
LUMO energy (spin up / spin down) = 0.011 / 0.006 hartree
multiplicity = 3

Mulliken population analysis, charges in e, atoms 1 to 6: -1.15 -0.38 -0.24 -0.64 -0.37 -0.34

2.
This record from the Open Molecules 2025 dataset describes a cluster of 8 separate species, C47H87NO10Si in total. The level of theory is ωB97M-V/def2-TZVPD.

CARTESIAN COORDINATES (ANGSTROEM)
C  -1.65  -2.55  1.26
C  -0.31  -1.79  1.80
C  0.03  -2.35  3.26
O  1.28  -1.88  3.83
C  1.46  -0.46  3.65
N  2.83  -0.26  4.27
C  2.66  -0.05  5.73
O  3.62  0.07  6.53
C  1.05  0.03  6.03
C  1.02  1.01  7.30
C  -0.34  1.84  7.48
O  -0.46  2.25  8.89
Si  -1.97  1.67  9.52
C  -2.15  -0.26  9.40
C  -3.51  2.48  8.67
C  -2.12  2.09  11.39
C  0.61  0.56  4.59
C  -0.94  0.81  4.25
C  -1.18  1.70  2.92
C  0.00  2.15  1.99
C  -0.32  2.97  0.70
C  -1.79  3.32  0.36
C  -2.95  2.90  1.30
C  -2.66  2.08  2.59
H  -1.30  -3.45  0.65
H  -2.26  -1.86  0.56
H  -2.26  -2.89  2.17
H  0.54  -1.96  1.03
H  -0.55  -0.68  1.76
H  -0.86  -2.22  3.99
H  0.15  -3.49  3.15
H  1.68  -0.08  2.58
H  3.46  0.39  3.78
H  0.81  -1.07  6.24
H  1.88  1.76  7.34
H  1.11  0.34  8.24
H  -0.30  2.77  6.82
H  -1.30  1.26  7.23
H  -1.16  -0.72  9.72
H  -3.04  -0.59  10.03
H  -2.33  -0.49  8.29
H  -3.20  3.36  8.00
H  -4.11  1.69  8.11
H  -4.21  2.94  9.48
H  -1.23  1.74  12.01
H  -3.06  1.53  11.76
H  -2.30  3.22  11.55
H  1.13  1.57  4.50
H  -1.53  1.33  5.08
H  -1.46  -0.19  4.06
H  1.09  1.92  2.20
H  0.54  3.27  0.00
H  -1.99  3.89  -0.61
H  -4.03  3.17  1.07
H  -3.49  1.76  3.30
C  0.12  -5.65  -2.86
C  -0.90  -6.65  -2.38
C  -1.75  -5.81  -1.44
O  -1.72  -4.47  -1.94
C  -0.70  -4.38  -2.95
H  0.59  -5.92  -3.81
H  0.91  -5.53  -2.11
H  -1.51  -6.99  -3.22
H  -0.47  -7.52  -1.89
H  -1.33  -5.80  -0.43
H  -2.78  -6.16  -1.38
H  -1.20  -4.29  -3.92
H  -0.10  -3.48  -2.79
C  4.13  1.35  -2.53
C  3.11  0.34  -2.05
C  2.26  1.17  -1.11
O  2.28  2.52  -1.62
C  3.30  2.61  -2.62
H  4.60  1.08  -3.47
H  4.91  1.47  -1.78
H  2.50  -0.01  -2.89
H  3.55  -0.53  -1.56
H  2.67  1.19  -0.10
H  1.22  0.82  -1.06
H  2.80  2.69  -3.60
H  3.90  3.51  -2.46
C  8.56  3.78  -4.02
C  9.32  2.67  -3.33
C  8.19  1.88  -2.68
O  7.04  2.04  -3.52
C  7.30  3.08  -4.47
H  9.12  4.24  -4.84
H  8.32  4.56  -3.29
H  9.82  2.04  -4.07
H  10.06  3.02  -2.61
H  7.95  2.29  -1.69
H  8.43  0.82  -2.57
H  7.44  2.60  -5.45
H  6.44  3.75  -4.53
C  4.68  0.74  -7.73
C  3.22  1.13  -7.80
C  2.73  0.77  -6.42
O  3.84  0.94  -5.52
C  5.03  1.11  -6.30
H  5.31  1.25  -8.47
H  4.78  -0.34  -7.87
H  3.13  2.21  -7.96
H  2.67  0.63  -8.60
H  2.41  -0.27  -6.37
H  1.90  1.40  -6.09
H  5.34  2.16  -6.22
H  5.83  0.48  -5.89
C  -2.27  3.23  -5.00
C  -1.03  3.61  -4.23
C  -0.04  2.55  -4.68
O  -0.40  2.19  -6.03
C  -1.70  2.75  -6.32
H  -2.98  4.05  -5.12
H  -2.78  2.40  -4.49
H  -0.69  4.60  -4.54
H  -1.17  3.62  -3.15
H  -0.11  1.65  -4.07
H  0.99  2.91  -4.67
H  -1.55  3.58  -7.01
H  -2.32  1.99  -6.80
C  -4.83  -6.10  2.66
C  -3.49  -5.80  3.29
C  -2.53  -6.48  2.34
O  -3.14  -6.45  1.04
C  -4.51  -6.04  1.18
H  -5.62  -5.41  2.96
H  -5.15  -7.11  2.94
H  -3.31  -4.71  3.28
H  -3.39  -6.15  4.32
H  -2.39  -7.53  2.61
H  -1.56  -6.00  2.29
H  -4.60  -5.02  0.80
H  -5.16  -6.69  0.59
C  -6.76  0.10  -3.07
C  -7.17  0.59  -4.44
C  -6.22  1.76  -4.65
O  -5.02  1.44  -3.94
C  -5.26  0.31  -3.10
H  -7.04  -0.94  -2.88
H  -7.22  0.73  -2.30
H  -6.98  -0.18  -5.19
H  -8.22  0.88  -4.51
H  -6.63  2.68  -4.23
H  -6.00  1.93  -5.71
H  -4.75  -0.55  -3.53
H  -4.85  0.50  -2.10

Kohn-Sham gap = 9.115 eV
SMILES string = CCCO[C@@H]1NC(=O)[C@@H](CCO[Si](C)(C)C)[C@@H]1Cc1ccccc1.C1CCOC1.C1CCOC1.C1CCOC1.C1CCOC1.C1CCOC1.C1CCOC1.C1CCOC1
LUMO energy = 0.018 hartree

Mulliken population analysis, charges in e, atoms 1 to 6: -0.67 0.46 -0.42 -0.47 0.51 -0.41

3.
This record from the Open Molecules 2025 dataset describes a cluster of 8 separate species, C47H92B3IO25S8 in total. The level of theory is ωB97M-V/def2-TZVPD.

CARTESIAN COORDINATES (ANGSTROEM)
C  5.10  4.20  3.02
C  4.02  3.35  2.91
C  2.79  3.61  1.99
O  1.67  3.81  2.87
S  0.75  2.49  3.08
O  1.61  1.45  3.64
O  -0.19  2.83  4.15
C  0.02  2.14  1.43
O  -1.16  2.93  1.22
C  -2.33  2.77  1.98
C  -3.61  2.17  1.22
C  -4.66  1.65  2.30
C  -4.38  3.20  0.31
C  -4.98  4.46  1.06
C  -3.58  3.64  -1.01
B  -0.51  0.60  1.45
O  -0.87  -0.20  0.33
C  -0.87  -0.20  2.84
C  -2.13  -1.17  2.59
C  1.04  2.56  0.24
C  0.83  1.72  -1.07
C  1.41  2.14  -2.43
O  1.79  3.16  -2.86
I  1.50  0.50  -3.92
B  0.45  4.05  -0.17
O  -0.43  4.21  -1.28
O  0.70  5.25  0.53
C  2.57  2.65  0.74
C  3.52  3.32  -0.34
O  4.04  2.43  -1.32
O  5.02  3.12  -2.00
B  3.25  1.17  0.90
O  2.51  -0.06  0.95
C  4.84  0.89  1.11
C  5.46  -0.04  -0.03
H  5.45  4.51  4.04
H  5.58  4.58  2.08
H  4.06  2.42  3.54
H  2.97  4.64  1.56
H  -2.68  3.82  2.26
H  -2.32  2.24  2.96
H  -3.34  1.28  0.60
H  -4.82  2.41  3.12
H  -5.68  1.49  1.83
H  -4.36  0.67  2.76
H  -5.28  2.65  -0.10
H  -5.66  5.08  0.41
H  -4.10  5.14  1.30
H  -5.46  4.23  2.04
H  -3.29  4.72  -0.98
H  -2.70  2.94  -1.09
H  -4.24  3.48  -1.91
H  -0.26  -0.94  0.22
H  -1.20  0.50  3.65
H  0.01  -0.85  3.10
H  -2.85  -0.63  1.92
H  -2.67  -1.30  3.57
H  -1.83  -2.17  2.20
H  1.09  0.63  -0.94
H  -0.30  1.68  -1.23
H  -1.06  4.92  -1.09
H  0.00  5.29  1.21
H  3.14  4.25  -0.83
H  4.43  3.67  0.25
H  5.76  2.50  -2.17
H  2.56  -0.34  1.88
H  5.42  1.86  1.11
H  5.01  0.40  2.12
H  6.43  0.44  -0.35
H  5.70  -1.08  0.30
H  4.79  0.01  -0.93
O  5.53  0.12  -3.55
S  6.55  0.97  -4.12
O  7.35  1.85  -3.29
C  7.62  -0.03  -5.13
C  6.97  -0.01  -6.50
C  6.53  1.44  -6.74
C  5.83  1.91  -5.46
H  7.71  -1.03  -4.70
H  8.60  0.45  -5.15
H  7.66  -0.36  -7.28
H  6.10  -0.67  -6.51
H  7.41  2.06  -6.93
H  5.87  1.52  -7.60
H  5.99  2.97  -5.28
H  4.76  1.70  -5.49
O  0.59  -1.93  -5.76
S  0.60  -3.23  -5.13
O  1.82  -3.86  -4.67
C  -0.57  -3.22  -3.79
C  -1.89  -3.64  -4.43
C  -1.54  -4.80  -5.37
C  -0.30  -4.38  -6.17
H  -0.61  -2.23  -3.34
H  -0.25  -3.96  -3.05
H  -2.62  -3.94  -3.68
H  -2.30  -2.81  -5.01
H  -1.32  -5.69  -4.78
H  -2.37  -5.04  -6.03
H  0.34  -5.24  -6.40
H  -0.57  -3.86  -7.09
O  -3.16  -6.72  -4.21
S  -3.55  -6.88  -2.83
O  -3.83  -5.75  -1.97
C  -4.92  -8.02  -2.74
C  -4.27  -9.39  -2.63
C  -3.11  -9.22  -1.64
C  -2.35  -7.95  -2.02
H  -5.54  -7.91  -3.63
H  -5.49  -7.78  -1.85
H  -4.98  -10.15  -2.30
H  -3.87  -9.70  -3.60
H  -3.52  -9.11  -0.62
H  -2.45  -10.09  -1.63
H  -1.95  -7.44  -1.15
H  -1.56  -8.16  -2.73
O  -0.51  8.27  1.38
S  0.44  8.23  0.29
O  0.96  6.98  -0.20
C  -0.22  9.17  -1.08
C  0.27  10.59  -0.83
C  1.73  10.45  -0.39
C  1.79  9.34  0.66
H  -1.31  9.09  -1.10
H  0.21  8.76  -2.00
H  0.17  11.21  -1.72
H  -0.32  11.05  -0.03
H  2.35  10.18  -1.25
H  2.12  11.39  0.01
H  2.73  8.79  0.62
H  1.64  9.73  1.67
O  3.73  6.41  6.71
S  3.75  5.11  7.33
O  4.97  4.48  7.77
C  2.58  5.12  8.69
C  1.26  4.71  8.05
C  1.60  3.55  7.10
C  2.83  3.97  6.29
H  2.55  6.11  9.14
H  2.92  4.38  9.42
H  0.53  4.41  8.80
H  0.84  5.54  7.48
H  1.82  2.66  7.68
H  0.76  3.32  6.44
H  3.46  3.11  6.05
H  2.55  4.50  5.38
O  -8.13  -7.44  -1.30
S  -7.75  -7.11  0.05
O  -6.75  -7.86  0.77
C  -7.32  -5.37  0.11
C  -8.65  -4.67  0.41
C  -9.33  -5.52  1.48
C  -9.23  -6.98  1.05
H  -6.88  -5.07  -0.83
H  -6.61  -5.23  0.93
H  -8.49  -3.65  0.74
H  -9.26  -4.65  -0.50
H  -8.82  -5.38  2.44
H  -10.37  -5.22  1.62
H  -9.14  -7.65  1.91
H  -10.08  -7.28  0.44
O  -0.51  -5.97  -0.26
S  0.30  -7.16  -0.28
O  0.11  -8.21  -1.25
C  2.02  -6.69  -0.29
C  2.39  -6.57  1.19
C  1.74  -7.77  1.87
C  0.30  -7.88  1.36
H  2.15  -5.76  -0.84
H  2.59  -7.49  -0.77
H  3.47  -6.55  1.33
H  1.97  -5.64  1.60
H  2.29  -8.68  1.61
H  1.77  -7.68  2.96
H  -0.03  -8.91  1.31
H  -0.39  -7.30  1.98

Kohn-Sham gap = 8.685 eV
SMILES string = C=C[C@@H]1OS(=O)(=O)[C@](OC[C@@H](C)C(C)C)(B(O)CC)[C@@](CC(=O)I)(B(O)O)[C@]1(COO)B(O)CC.O=S1(=O)CCCC1.O=S1(=O)CCCC1.O=S1(=O)CCCC1.O=S1(=O)CCCC1.O=S1(=O)CCCC1.O=S1(=O)CCCC1.O=S1(=O)CCCC1
LUMO energy = 0.006 hartree

Mulliken population analysis, charges in e, atoms 1 to 6: -0.96 -0.67 0.17 -0.27 1.76 -0.79